Model a:
DFT (the ωB97M-V functional and the def2-TZVPD basis) results for the molecule C15H18N4O4.

The HOMO-LUMO gap is 8.52 eV. As for the SMILES: NC(=O)C[C@H](NC(=O)[C@@H](N)Cc1c[nH]c2ccccc12)C(=O)O.

ORCA input file:
```
! wB97M-V def2-TZVPD RIJCOSX def2/J DEFGRID3
* xyz 0 1
N -2.75328 -1.59252 -3.70906
C -2.71699 -0.23023 -3.45631
O -2.95388 0.75337 -4.11434
C -1.81484 0.17456 -2.22879
C -2.06515 1.53296 -1.59657
N -0.84354 2.27475 -1.29300
C 0.01754 2.29499 -0.19753
O 0.95415 3.05731 -0.33715
C -0.41185 1.56259 1.01029
N -0.93191 0.27025 0.41337
C 0.75859 1.47655 2.06489
C 1.74952 0.46687 1.33778
C 2.65930 0.78869 0.44541
N 3.50318 -0.23450 0.20565
C 3.10137 -1.33420 0.99565
C 3.67695 -2.55962 1.25401
C 3.08425 -3.45382 2.11558
C 1.86821 -3.07005 2.71255
C 1.38638 -1.81627 2.64016
C 2.00803 -0.90549 1.76010
C -3.13185 1.62063 -0.57984
O -3.07323 2.44984 0.33045
O -4.08338 0.66552 -0.49889
H -3.16225 -1.98537 -4.70674
H -2.32454 -2.36050 -3.24718
H -0.78673 0.13739 -2.67664
H -1.92027 -0.51986 -1.44966
H -2.48832 2.31848 -2.32428
H -0.63278 2.89114 -1.98579
H -1.12851 2.16485 1.50685
H -1.31821 -0.23534 1.20291
H -0.01967 -0.09211 0.12178
H 0.38549 1.07372 3.09143
H 1.31406 2.40302 2.23107
H 2.85954 1.73828 0.09463
H 4.05767 -0.24627 -0.81158
H 4.56730 -2.73232 0.63316
H 3.57228 -4.42407 2.28969
H 1.21700 -3.67383 3.32228
H 0.58082 -1.43840 3.13587
H -4.76047 0.78899 0.29781
*
```

=====

Model b:
DFT (the ωB97M-V functional and the def2-TZVPD basis) results for the molecule C15H18N4O4.

The HOMO-LUMO gap is 8.72 eV. As for the SMILES: NC(=O)C[C@H](NC(=O)[C@@H](N)Cc1c[nH]c2ccccc12)C(=O)O.

ORCA input file:
```
! wB97M-V def2-TZVPD RIJCOSX def2/J DEFGRID3
* xyz 0 1
N -4.42151 1.36615 -1.37807
C -5.14757 1.24630 -0.14132
O -6.34254 1.32693 0.01646
C -4.27572 0.84557 1.03174
C -3.58544 -0.54340 0.73157
N -2.15651 -0.46474 1.08987
C -1.26482 0.38718 0.40048
O -1.53086 1.30221 -0.34102
C 0.22850 0.06254 0.66829
N 0.45020 -0.90299 1.65418
C 0.70805 -0.61878 -0.65628
C 2.19655 -0.81704 -0.52835
C 2.86993 -1.99276 -0.49714
N 4.25171 -1.80645 -0.26592
C 4.49892 -0.45946 -0.15733
C 5.66914 0.17301 0.03865
C 5.57100 1.58412 -0.05148
C 4.28040 2.29724 -0.42025
C 3.14941 1.61903 -0.52425
C 3.20683 0.20310 -0.40496
C -3.67781 -1.29272 -0.54149
O -2.74482 -1.71569 -1.16362
O -4.95682 -1.66315 -0.83224
H -4.98816 1.87218 -2.01598
H -3.35385 1.51157 -1.40689
H -4.99117 0.77012 1.96123
H -3.41738 1.48149 1.38933
H -4.10899 -1.23964 1.35962
H -1.57202 -1.24018 1.33738
H 0.68905 1.08811 0.91481
H 1.21142 -1.50818 1.58818
H 0.36806 -0.67188 2.66414
H 0.28327 -1.66582 -0.56402
H 0.34618 -0.06807 -1.45157
H 2.59439 -3.10515 -0.30640
H 4.98457 -2.54248 -0.19941
H 6.64229 -0.36068 0.03245
H 6.57002 1.99178 0.05793
H 4.49409 3.43450 -0.67210
H 2.22551 2.24969 -0.67242
H -4.95351 -2.13358 -1.74379
*
```

=====

Model c:
DFT (the ωB97M-V functional and the def2-TZVPD basis) results for a structure of composition C15H18N4O4.

The HOMO-LUMO gap is 7.96 eV.

ORCA input file:
```
! wB97M-V def2-TZVPD RIJCOSX def2/J DEFGRID3
* xyz 0 1
C -1.17712 -0.98416 1.72973
C -0.72557 0.44523 1.56060
C -2.74254 -1.11480 1.72784
C -3.34497 -2.57374 1.98555
C 1.62203 -0.04933 1.14427
C 2.53676 -0.86512 2.11056
C 2.58336 0.72111 0.27126
C 1.80149 1.55729 -0.85697
C 1.59145 2.92183 -0.75975
C 1.39235 1.11574 -2.19559
C 0.71974 2.32860 -2.72618
C 1.19126 -0.08838 -2.91101
C -0.06542 2.25308 -3.92438
C 0.61021 -0.15703 -4.21327
C -0.01930 1.04351 -4.73473
H -0.66258 -0.68529 3.63155
H -1.02753 -2.26127 3.26877
H -0.93519 -1.55069 0.83400
H -3.18598 -0.30803 2.44402
H -3.28206 -0.76925 0.80575
H -3.27527 -3.11975 -0.07408
H -3.84827 -4.33683 1.09960
H 0.56283 1.87634 1.66868
H 1.16635 -0.89096 0.51622
H 3.43015 0.16193 -0.32673
H 3.06728 1.41873 0.90090
H 1.93791 3.64605 -0.06402
H 0.53294 4.25527 -2.01363
H 1.25832 -1.01425 -2.38763
H -0.86597 3.01653 -4.22747
H 0.62615 -1.17382 -4.59574
H -0.67837 1.08675 -5.57267
H 0.78294 -1.36504 2.78542
N -0.47469 -1.44147 2.90742
N -3.28248 -3.50231 0.94494
N 0.63543 0.78236 1.88249
N 0.87495 3.36644 -1.84693
O -1.37917 1.23621 0.91359
O -3.60009 -2.90077 3.10721
O 3.72000 -0.59980 2.16308
O 1.92866 -1.48093 3.02734
*
```

=====

Most stable = model b

=====

Model a:
DFT (the ωB97M-V functional and the def2-TZVPD basis) results for the molecule C17H24N4O3.

The HOMO-LUMO gap is 8.37 eV. As for the SMILES: NCCCC[C@H](NC(=O)[C@@H](N)Cc1c[nH]c2ccccc12)C(=O)O.

ORCA input file:
```
! wB97M-V def2-TZVPD RIJCOSX def2/J DEFGRID3
* xyz 0 1
N 0.44952 2.96550 0.55437
C -0.53338 3.95108 0.09363
C -2.01193 3.54655 0.16648
C -2.27867 2.17624 -0.44853
C -1.65987 0.99247 0.27791
C -2.64727 -0.21537 0.25507
N -2.36287 -1.15574 1.31177
C -1.32781 -2.21886 1.41952
O -1.23834 -2.69286 2.53705
C -0.55539 -2.91682 0.34620
N -1.53031 -3.56167 -0.56551
C 0.29233 -1.92493 -0.41057
C 1.43477 -1.23387 0.31294
C 1.54332 -0.68550 1.59780
N 2.73211 -0.05709 1.66980
C 3.43541 -0.24012 0.60379
C 4.69450 0.22504 0.33945
C 5.12396 -0.14144 -0.90544
C 4.25490 -0.80014 -1.80987
C 3.08413 -1.46897 -1.54027
C 2.58856 -0.93741 -0.27464
C -3.12083 -0.66303 -1.02144
O -2.78257 -0.50324 -2.17471
O -4.37043 -1.37053 -0.86311
H 1.34187 3.26745 1.00196
H 0.52251 2.21349 -0.15685
H -0.31952 4.77623 0.81626
H -0.30030 4.35960 -0.93927
H -2.53397 4.14558 -0.54589
H -2.46486 3.54351 1.19250
H -2.19891 2.16879 -1.49462
H -3.34866 2.01409 -0.19716
H -0.80539 0.55523 -0.10491
H -1.38493 1.25323 1.25039
H -3.44841 0.40605 0.63006
H -2.58845 -0.80982 2.25940
H -0.02760 -3.66344 0.84528
H -1.50329 -4.54729 -0.43144
H -2.07375 -3.14783 -1.20286
H 0.72592 -2.49441 -1.44067
H -0.45529 -1.17012 -0.78395
H 0.80055 -0.38313 2.38010
H 3.06440 0.30320 2.56899
H 5.28819 0.70009 1.10413
H 5.96642 0.15014 -1.42742
H 4.67897 -0.90747 -2.77774
H 2.46056 -2.07669 -2.30040
H -4.60991 -1.72577 -1.71759
*
```

=====

Model b:
DFT (the ωB97M-V functional and the def2-TZVPD basis) results for the molecule C17H24N4O3.

The HOMO-LUMO gap is 8.76 eV. As for the SMILES: NCCCC[C@H](NC(=O)[C@@H](N)Cc1c[nH]c2ccccc12)C(=O)O.

ORCA input file:
```
! wB97M-V def2-TZVPD RIJCOSX def2/J DEFGRID3
* xyz 0 1
N -2.61334 4.06207 1.23892
C -2.00430 3.48774 0.05296
C -2.14008 1.96205 -0.12712
C -3.61187 1.52775 -0.25403
C -3.85386 0.09700 -0.74379
C -3.52522 -1.02288 0.27485
N -2.09558 -1.11879 0.58949
C -1.09609 -1.27780 -0.28075
O -1.25874 -1.54349 -1.47630
C 0.31197 -1.05970 0.28700
N 0.28570 -1.04975 1.73341
C 1.31253 -2.03208 -0.35194
C 2.72438 -1.73443 0.04095
C 3.51722 -2.43717 0.90560
N 4.73901 -1.80643 1.03997
C 4.75398 -0.67929 0.24611
C 5.76320 0.27276 0.05214
C 5.48211 1.31788 -0.81456
C 4.24152 1.41966 -1.47102
C 3.25225 0.47459 -1.27368
C 3.49316 -0.59597 -0.39113
C -4.12611 -2.34757 -0.21300
O -5.12508 -2.79202 0.29747
O -3.52807 -2.94774 -1.25090
H -2.27548 3.56276 2.07968
H -3.63228 3.93438 1.22353
H -2.40727 3.99485 -0.83577
H -0.91497 3.75016 0.08311
H -1.57838 1.65567 -1.05793
H -1.65790 1.46472 0.73249
H -4.12575 1.62896 0.71693
H -4.11433 2.20485 -0.95334
H -3.28692 -0.08546 -1.67786
H -4.88597 -0.02600 -1.00248
H -4.03168 -0.83943 1.17849
H -1.76757 -0.90190 1.54734
H 0.58552 -0.03491 -0.00517
H 0.34433 -2.01072 2.07462
H 1.12216 -0.57311 2.08538
H 1.20236 -1.96956 -1.44148
H 1.03274 -3.03046 -0.03551
H 3.32158 -3.37435 1.46487
H 5.51155 -2.12378 1.60499
H 6.73300 0.20790 0.57494
H 6.24057 2.08172 -0.98568
H 4.08396 2.21586 -2.14886
H 2.31655 0.54869 -1.80603
H -2.71450 -2.45720 -1.52690
*
```

=====

Most stable = model b

=====

Model a:
DFT (the ωB97M-V functional and the def2-TZVPD basis) results for a cluster of 2 separate species, C5H7F in total.

The HOMO-LUMO gap is 10.85 eV. As for the SMILES: C#CC.C=CF.

ORCA input file:
```
! wB97M-V def2-TZVPD RIJCOSX def2/J DEFGRID3
* xyz 0 1
C 0.12879 -1.42661 -2.49533
C -0.29058 -1.33527 -1.38587
C -0.81212 -1.35353 -0.06008
H 0.40004 -1.33199 -3.42978
H -0.05392 -1.16629 0.68948
H -1.03717 -2.49049 0.05277
H -1.74690 -0.82397 0.10414
C 1.23864 1.43733 1.00276
C -0.04301 1.80855 1.04558
F -0.56892 1.58179 2.26719
H 1.83170 0.98872 1.76678
H 1.62750 1.67652 -0.02008
H -0.67405 2.43524 0.46244
*
```

=====

Model b:
DFT (the ωB97M-V functional and the def2-TZVPD basis) results for the molecule C5H7F.

The HOMO-LUMO gap is 10.58 eV. As for the SMILES: C=C(F)C1CC1.

ORCA input file:
```
! wB97M-V def2-TZVPD RIJCOSX def2/J DEFGRID3
* xyz 0 1
C 1.86313 0.98874 -0.04789
C 1.17387 -0.16696 0.07447
F 1.87369 -1.34429 0.05405
C -0.20621 -0.36159 0.55182
C -1.15821 -0.88443 -0.42365
C -1.44090 0.43351 0.11441
H 2.90298 1.10050 -0.43194
H 1.26609 1.82933 -0.11624
H -0.30303 -0.91738 1.51020
H -0.73003 -0.73052 -1.41272
H -1.66153 -1.85355 -0.24619
H -2.08617 0.61872 0.96537
H -1.49368 1.28791 -0.59171
*
```

=====

Most stable = model b

=====

Model a:
DFT (the ωB97M-V functional and the def2-TZVPD basis) results for the molecule C5H7F.

The HOMO-LUMO gap is 10.89 eV. As for the SMILES: CCC1=C[C@H]1F.

ORCA input file:
```
! wB97M-V def2-TZVPD RIJCOSX def2/J DEFGRID3
* xyz 0 1
C -1.73679 0.02259 0.50951
C -0.60620 -0.78701 -0.16505
C 0.51517 0.07367 -0.31066
C 1.03115 1.27364 -0.30014
C 1.99393 0.11620 -0.52693
F 2.71465 -0.56736 0.42360
H -2.32437 0.61956 -0.08847
H -1.46476 0.55980 1.40408
H -2.30309 -0.85821 0.80185
H -1.00216 -1.26854 -1.00421
H -0.26277 -1.59560 0.64237
H 0.91717 2.25881 0.06664
H 2.52806 0.15246 -1.45260
*
```

=====

Model b:
DFT (the ωB97M-V functional and the def2-TZVPD basis) results for a cluster of 2 separate species, C5H7F in total.

The HOMO-LUMO gap (alpha / beta) is 5.58 / 7.56 eV.

ORCA input file:
```
! wB97M-V def2-TZVPD RIJCOSX def2/J DEFGRID3
* xyz 0 1
C 1.37837 1.11001 -1.16141
C 0.07080 0.82227 -1.06734
C 0.09350 -1.02579 0.99948
C -1.44328 -0.67085 0.62109
C -0.27625 -0.03579 -0.00882
F -0.45112 2.31836 1.53966
H 1.69056 1.80638 -1.98677
H 1.92416 0.57714 -0.42661
H -0.64721 1.36486 -1.64713
H 0.67558 -0.95982 1.93763
H 0.53457 -1.84309 0.44533
H -1.97339 -1.33747 -0.02936
H -2.07202 -0.16172 1.34734
*
```

=====

Most stable = model a

=====

Model a:
DFT (the ωB97M-V functional and the def2-TZVPD basis) results for a cluster of 2 separate species, C3H10NO3 in total.

The HOMO-LUMO gap is 8.17 eV.

ORCA input file:
```
! wB97M-V def2-TZVPD RIJCOSX def2/J DEFGRID3
* xyz -1 1
C 1.04481 1.03556 -0.04335
C 0.81253 0.24962 -1.35156
O -0.43660 0.34400 -1.92137
N 0.32871 0.34676 1.08154
C -1.13513 0.15611 0.85403
O -1.65241 1.13520 0.09179
H 0.48465 1.96395 -0.21988
H 2.10629 1.20450 0.14776
H 1.60208 0.65712 -2.05428
H 1.16413 -0.79701 -1.37559
H -1.19282 0.72820 -1.13619
H 0.26506 1.15654 1.66741
H -1.22954 -0.88694 0.50820
H -1.54012 0.14625 1.87181
H 0.33518 -1.96763 0.44294
H -0.90653 -2.75478 0.51275
O -0.05030 -2.71747 0.92401
*
```

=====

Model b:
DFT (the ωB97M-V functional and the def2-TZVPD basis) results for a cluster of 2 separate species, C3H10NO3 in total.

The HOMO-LUMO gap is 8.48 eV.

ORCA input file:
```
! wB97M-V def2-TZVPD RIJCOSX def2/J DEFGRID3
* xyz -1 1
C 1.33745 -0.36800 0.78827
O 0.87506 0.47318 1.83995
C 0.21706 -0.59436 -0.31231
C -0.31595 0.77280 -0.87493
O -1.75967 0.80784 -0.85013
N 0.69597 -1.45218 -1.45342
H 1.65509 -1.36271 1.15262
H 2.21724 0.05965 0.29047
H -0.67227 -1.10804 0.09920
H 0.04707 1.69434 -0.43229
H 0.01207 0.80670 -1.93385
H -1.89756 0.77972 0.16291
H -0.03366 -1.46422 -2.26321
H 1.50149 -0.96384 -1.84752
H -2.13186 1.06461 2.12505
H -0.09455 0.52569 1.79595
O -1.65297 0.32880 1.71326
*
```

=====

Most stable = model b